2 unconnected molecules or ions with the total composition C7H16N3, computed with ωB97M-V with the def2-TZVPD basis set.

As for the energy relative to the best compared isomer or geometry (same formula, charge and spin): 31.0 kcal per mole. Its charge is +1.

Cartesian coordinates (Å):
C  0.218  2.246  1.147
C  -1.216  1.922  0.755
C  1.043  0.981  1.353
C  2.121  1.011  2.191
C  2.008  -0.895  1.130
N  0.902  -0.311  0.794
N  2.805  -0.201  1.988
H  0.729  2.933  0.481
H  0.189  2.856  2.068
H  -1.911  2.591  1.285
H  2.392  1.815  2.843
H  2.371  -1.843  0.701
H  3.803  -0.266  1.845
H  -1.574  0.968  1.188
H  -1.484  2.061  -0.288
C  -1.557  -1.930  -1.768
C  -0.641  -1.364  -2.856
N  -1.369  -1.105  -0.555
H  -2.603  -2.070  -2.069
H  -1.292  -3.018  -1.695
H  -0.995  -0.572  -3.493
H  -0.424  -2.086  -3.661
H  -1.355  -0.121  -0.842
H  -2.137  -1.221  0.098
H  -0.367  -1.186  -0.210
H  0.344  -1.195  -2.432